{"formula": "C12H18NO2", "method": "ωB97M-V with the def2-TZVPD basis set", "elements": ["O", "O", "N", "C", "C", "C", "C", "C", "C", "C", "C", "C", "C", "C", "C", "H", "H", "H", "H", "H", "H", "H", "H", "H", "H", "H", "H", "H", "H", "H", "H", "H", "H"], "xyz": [[2.7605, -1.4012, -0.1502], [-0.5041, -2.5845, 0.1502], [-1.8272, -0.4951, 0.0089], [2.1988, 2.2379, -0.0534], [-1.7316, -0.6466, 1.4522], [2.1920, -0.1778, 0.0016], [-2.9940, -1.1681, -0.5729], [2.8772, 1.0260, 0.2506], [0.8320, -0.0092, -0.2745], [-0.6755, -1.3802, -0.5015], [-2.2518, 1.8756, 0.0096], [4.1900, -1.5060, 0.0635], [0.8553, 2.3413, -0.2477], [-1.3499, 0.8583, -0.6583], [0.1199, 1.1386, -0.2594], [-2.9046, -2.2182, -0.4102], [-2.6192, -0.1694, 1.8392], [4.3417, -1.5852, 1.0436], [-1.7115, -1.6314, 1.7849], [-1.5666, 0.8304, -1.6856], [-3.1030, 1.4734, 0.3885], [0.2750, 3.1989, -0.4315], [-2.5196, 2.5930, -0.6770], [-3.8485, -0.8455, -0.0102], [2.6332, 3.2521, -0.0534], [-1.0466, -0.0234, 1.9578], [3.9633, 0.9276, 0.5030], [4.3895, -2.4022, -0.3477], [-3.2699, -0.8170, -1.4682], [0.0375, -3.1834, -0.2936], [-0.6492, -1.2901, -1.6241], [-1.7146, 2.4924, 0.7873], [4.6211, -0.7109, -0.5211]], "atomic_forces_ev_per_a": [[-0.8, 0.5, 0.5], [-2.6, 2.8, 0.8], [5.0, -2.5, -2.5], [1.0, 1.2, 1.1], [-2.5, 2.8, 1.0], [0.1, 0.5, -0.5], [-1.0, 0.3, 3.9], [0.4, -0.3, -0.8], [-2.8, -4.0, 0.8], [4.8, 2.5, -0.9], [3.2, 1.6, 0.6], [-2.8, 2.3, -3.0], [-1.9, -2.1, -0.1], [-0.7, 1.5, 4.4], [0.0, -1.1, -1.8], [0.1, -0.7, -0.4], [-0.8, -0.3, 0.2], [1.2, 0.4, 4.1], [0.2, -1.7, 0.1], [0.0, -0.7, -1.4], [-2.6, -1.1, 1.2], [0.1, 1.5, -0.1], [-0.9, 1.7, -1.7], [-0.6, 0.0, 0.8], [0.7, -1.0, 0.2], [1.8, 0.3, -0.3], [-1.2, 0.7, -0.3], [1.0, -3.0, -1.6], [0.0, 0.8, -3.9], [1.5, -1.4, -1.5], [-0.5, -1.0, 1.1], [-0.6, -1.1, -0.5], [0.8, 0.2, 0.3]], "energy_ha": -672.875054, "total_charge": 1}

{"formula": "C12H18NS", "method": "ωB97M-V with the def2-TZVPD basis set", "elements": ["S", "N", "C", "C", "C", "C", "C", "C", "C", "C", "C", "C", "C", "C", "H", "H", "H", "H", "H", "H", "H", "H", "H", "H", "H", "H", "H", "H", "H", "H", "H", "H"], "xyz": [[-2.0419, 1.6465, 0.0106], [0.4884, 0.5336, -0.3883], [-1.3292, -1.1299, -0.2853], [1.0879, -0.7787, -0.4937], [0.0724, -2.7076, -1.6730], [0.3166, -1.5316, 1.6473], [1.5057, 2.0107, 1.2048], [1.3798, -1.3692, 0.8658], [-1.1264, -1.4005, 1.2427], [2.3430, 1.9539, -1.1177], [-0.0808, -1.5943, -0.9981], [-3.6147, 0.7550, -0.1193], [1.0876, 1.8484, -0.2542], [-1.0861, 0.3476, -0.3398], [0.5635, -1.9279, 2.7082], [-1.8047, -2.3293, 1.3542], [1.0946, -3.0625, -2.1072], [-0.7228, -3.4733, -2.0014], [0.4095, 2.4621, -0.7352], [2.3012, -1.5425, 1.3359], [3.0221, 1.3456, -0.7221], [-2.1667, -1.3792, -0.8458], [2.7799, 3.0136, -0.9214], [-1.7173, -0.6766, 1.7326], [2.4252, 2.6389, 1.1151], [2.3044, 1.6461, -2.0791], [1.7492, 1.0754, 1.7369], [-4.3359, 1.4075, 0.1094], [-3.7054, -0.0280, 0.6249], [0.7147, 2.5986, 1.8593], [1.9728, -0.9893, -1.2745], [-3.8863, 0.6371, -1.1915]], "atomic_forces_ev_per_a": [[-0.6, 0.0, -0.2], [-6.9, -0.6, -1.0], [3.3, 2.1, -0.3], [1.5, -1.7, -1.9], [0.7, -2.8, -2.5], [0.3, -1.5, 2.4], [-0.7, 2.7, 1.3], [-2.0, 0.9, 0.3], [-1.9, -2.6, -1.3], [-1.0, 4.2, 2.5], [0.2, -1.0, 0.4], [1.5, -0.9, -1.6], [1.8, -2.5, 0.2], [7.5, 0.5, 0.1], [-0.9, 0.8, -1.8], [1.7, 0.8, 0.4], [-1.7, 1.0, 1.0], [0.9, 1.7, 0.9], [-1.7, 2.0, 0.0], [1.5, -0.1, -0.1], [3.1, -2.6, 2.0], [-1.9, -0.9, -0.2], [-0.9, -1.7, -1.0], [-0.2, 1.0, 1.2], [-0.7, -0.4, 0.9], [-0.8, -0.2, -3.4], [-0.2, 0.4, -0.6], [-2.6, 3.0, 1.5], [0.2, -0.5, -0.5], [1.6, -1.2, -1.3], [-1.8, 1.3, 1.7], [0.7, -1.0, 0.7]], "energy_ha": -920.581779, "total_charge": 1}

{"formula": "C12H18O2", "method": "ωB97M-V with the def2-TZVPD basis set", "elements": ["O", "O", "C", "C", "C", "C", "C", "C", "C", "C", "C", "C", "C", "C", "H", "H", "H", "H", "H", "H", "H", "H", "H", "H", "H", "H", "H", "H", "H", "H", "H", "H"], "xyz": [[1.6846, -0.1573, -2.0115], [2.9178, -0.9123, 1.2095], [-1.3096, 2.2217, -0.3591], [-0.3610, 1.0280, -0.2113], [-0.7548, -0.3264, -0.8948], [-1.9845, -0.4490, -1.7605], [3.1573, -0.4662, -0.1530], [1.4942, 2.0862, 0.9685], [1.1679, 1.2376, -0.0216], [1.9850, 0.2502, -0.6860], [-0.0231, -1.1747, 0.0969], [-1.9068, -0.0030, 1.7082], [-0.0837, -2.6230, 0.3007], [-0.8026, -0.0667, 0.6877], [-2.7170, -0.7298, 1.5272], [2.0313, -1.1320, 1.2824], [-0.7717, -3.0498, -0.4929], [-0.8392, 3.0016, -1.0123], [-2.2660, 0.9798, 1.7504], [0.7525, -0.1814, -2.1021], [-1.7873, -0.4684, -2.8022], [-2.2734, 1.9567, -0.6439], [2.4789, 2.3407, 1.3292], [3.2058, -1.3668, -0.8352], [-2.8428, 0.2793, -1.5594], [-2.2756, -1.4970, -1.5998], [0.8917, -3.2106, 0.3365], [-1.4112, 2.5652, 0.7085], [0.7797, 2.7145, 1.4283], [-0.6014, -2.8575, 1.2391], [-1.4674, -0.2885, 2.6887], [3.9322, 0.2986, -0.1161]], "atomic_forces_ev_per_a": [[2.6, 1.0, 1.4], [3.6, 1.0, -0.7], [2.9, 0.7, 1.8], [0.1, -1.1, -0.8], [-0.2, 2.0, 1.2], [-0.7, -1.1, 1.2], [-1.4, -0.7, 0.7], [1.0, 0.1, -0.6], [-0.4, -0.1, -0.2], [-2.5, -1.1, -1.1], [0.0, 2.3, -0.5], [1.1, -2.2, 0.1], [-0.8, -1.8, -0.3], [0.2, -1.0, -0.5], [0.2, 0.4, -0.1], [-2.9, -0.6, 0.0], [1.0, 0.1, 0.7], [-0.7, -0.6, 0.7], [-0.8, 1.3, 0.3], [-2.0, 0.2, -0.1], [0.5, 0.5, -1.1], [-1.5, -0.5, -0.8], [0.4, -0.4, -0.4], [1.0, 1.2, 0.6], [1.3, -1.2, -0.1], [-0.8, 0.3, 0.1], [-1.1, 1.0, -0.4], [0.1, 0.5, -1.1], [-1.1, 0.2, 0.4], [0.2, 0.0, 0.1], [-0.3, 0.3, -0.4], [0.9, -0.8, 0.0]], "energy_ha": -618.286182, "total_charge": 0}

{"formula": "C12H18O5", "method": "ωB97M-V with the def2-TZVPD basis set", "elements": ["O", "O", "O", "O", "O", "C", "C", "C", "C", "C", "C", "C", "C", "C", "C", "C", "C", "H", "H", "H", "H", "H", "H", "H", "H", "H", "H", "H", "H", "H", "H", "H", "H", "H", "H"], "xyz": [[-0.2162, -1.0137, 0.4521], [0.6044, -3.6325, 1.8548], [-3.4326, 2.2222, 1.5966], [-1.1017, -1.1337, 3.3429], [-2.4047, 0.6108, 2.7959], [0.5526, 2.7335, -0.3409], [-1.8188, 0.7796, 0.5317], [1.3384, -2.8275, 0.9384], [1.7409, 1.1752, -1.8905], [1.0211, -1.3515, 1.1144], [-1.9630, 1.3230, -0.8541], [-1.0646, -0.1893, 1.0793], [-1.4609, -0.3401, 2.5203], [-0.8031, 1.0799, -1.8222], [1.0768, -3.3444, -0.4666], [-2.6547, 1.3190, 1.6244], [0.4491, 1.9920, -1.6758], [0.2232, -3.0853, 2.5526], [2.4129, -2.9345, 1.1418], [1.4549, 3.3497, -0.3294], [-0.4858, 0.0374, -1.7852], [-2.1695, 2.3922, -0.7612], [1.7507, -2.8743, -1.1890], [0.0411, -3.1883, -0.7648], [2.5545, 1.8176, -2.2346], [1.2755, -4.4191, -0.4833], [-1.2063, 1.2346, -2.8280], [1.5993, 0.3790, -2.6238], [0.9427, -1.1343, 2.1779], [1.8152, -0.7306, 0.6901], [-2.8813, 0.8912, -1.2703], [0.6287, 2.0151, 0.4809], [2.0571, 0.7190, -0.9472], [-0.2992, 3.3908, -0.1492], [0.4232, 2.7371, -2.4779]], "atomic_forces_ev_per_a": [[-0.1, 0.2, 0.2], [-0.1, 0.1, -0.1], [0.2, -0.3, 0.1], [0.0, 0.2, -0.5], [0.1, 0.0, 0.0], [0.0, 0.0, -0.1], [0.2, -0.2, 0.1], [-0.1, 0.0, 0.0], [-0.2, 0.2, 0.0], [0.1, -0.1, 0.0], [0.0, 0.0, 0.1], [-0.1, 0.1, -0.4], [0.0, -0.3, 0.4], [0.1, 0.2, -0.2], [0.2, -0.2, 0.0], [-0.3, 0.4, -0.1], [0.2, -0.2, 0.0], [0.0, 0.0, -0.1], [0.0, 0.0, 0.1], [0.0, 0.0, 0.0], [-0.1, 0.0, 0.1], [-0.1, 0.0, 0.0], [-0.1, 0.1, 0.0], [0.0, 0.1, 0.0], [0.0, 0.0, 0.1], [0.0, 0.1, 0.0], [0.1, -0.1, 0.1], [0.0, 0.1, 0.0], [0.1, 0.1, 0.0], [-0.1, -0.1, -0.1], [0.1, 0.0, 0.0], [0.0, 0.1, 0.0], [0.0, -0.1, -0.1], [0.1, -0.1, 0.0], [-0.2, 0.0, 0.1]], "smiles": "CC(C)CCC1=C(OC[C@H](C)O)C(=O)OC1=O", "energy_ha": -844.254751, "total_charge": 0}

{"formula": "C12H18S", "method": "ωB97M-V with the def2-TZVPD basis set", "elements": ["S", "C", "C", "C", "C", "C", "C", "C", "C", "C", "C", "C", "C", "H", "H", "H", "H", "H", "H", "H", "H", "H", "H", "H", "H", "H", "H", "H", "H", "H", "H"], "xyz": [[0.9915, 1.9034, 1.2711], [-2.3974, 1.0709, -0.0136], [1.7764, 1.5606, -1.1975], [-2.9271, -0.2632, 0.2816], [1.5605, 0.9706, 0.0539], [3.2859, -0.4881, 0.9821], [-3.5927, -1.0238, -0.5754], [-1.8957, 1.3902, -1.2019], [-2.4366, 2.0448, 1.1247], [2.0798, -1.1867, -1.1085], [0.8839, -1.1937, 1.0920], [1.9380, -0.4817, 0.2416], [1.9521, 2.1584, -2.2292], [2.1175, 2.6316, -3.1515], [2.8752, -0.7409, -1.7020], [4.0404, 0.0508, 0.4120], [-1.5003, 2.3707, -1.4075], [-3.8090, -0.6941, -1.5786], [-3.4672, 2.2270, 1.4301], [-0.0866, -1.1625, 0.5998], [-3.9618, -1.9984, -0.3038], [-2.7680, -0.6056, 1.2973], [-1.8452, 0.6770, -2.0071], [0.7959, -0.7174, 2.0650], [3.6238, -1.5117, 1.1259], [3.1818, -0.0130, 1.9550], [-1.9796, 2.9890, 0.8412], [-1.9005, 1.6456, 1.9856], [1.1680, -2.2332, 1.2378], [1.1511, -1.1199, -1.6718], [2.3143, -2.2375, -0.9533]], "atomic_forces_ev_per_a": [[0.1, -0.1, -0.3], [0.1, 0.2, -0.1], [0.2, 0.9, -1.1], [-0.1, -0.1, 0.0], [-0.4, 0.2, 1.2], [-0.1, 0.0, -0.1], [0.0, -0.1, 0.0], [0.0, 0.0, 0.0], [0.0, 0.1, -0.1], [0.0, 0.1, 0.1], [0.1, 0.1, 0.0], [0.1, -0.4, 0.1], [-0.1, -0.6, 0.7], [0.1, 0.3, -0.5], [0.0, 0.0, -0.1], [0.1, 0.0, 0.0], [0.0, 0.2, 0.0], [0.0, 0.1, -0.2], [-0.1, 0.0, 0.1], [-0.1, 0.0, 0.0], [0.0, -0.2, 0.1], [0.0, -0.1, 0.1], [0.0, -0.2, -0.1], [0.0, 0.0, 0.0], [0.0, -0.1, 0.0], [0.0, 0.0, 0.1], [0.0, 0.1, 0.0], [0.0, 0.0, 0.1], [0.1, -0.1, 0.0], [-0.1, 0.0, -0.1], [0.0, -0.1, 0.0]], "smiles": "C#CC(=S)C(C)(C)C.C=CC(=C)C", "energy_ha": -866.101812, "total_charge": 0}

{"formula": "C12H19AsCuF14O4Pt", "method": "ωB97M-V with the def2-TZVPD basis set", "elements": ["Pt", "As", "Cu", "F", "F", "F", "F", "F", "F", "F", "F", "F", "F", "F", "F", "F", "F", "O", "O", "O", "O", "C", "C", "C", "C", "C", "C", "C", "C", "C", "C", "C", "C", "H", "H", "H", "H", "H", "H", "H", "H", "H", "H", "H", "H", "H", "H", "H", "H", "H", "H", "H"], "xyz": [[-2.0334, -1.4489, 2.0516], [0.6391, -2.4647, 4.6479], [1.6370, -3.5166, 1.3362], [4.7160, -3.6469, 0.8834], [-0.7706, -2.8585, 3.5703], [-0.4231, -1.6531, 5.7168], [0.3025, -3.9404, 5.4260], [1.7028, -3.3143, 3.4849], [3.0823, -3.6897, -2.6220], [2.8967, -0.7389, -2.8428], [3.5751, -2.0306, 1.7554], [6.7818, -1.8762, 0.2038], [1.4105, -1.9330, -3.9888], [5.6219, -0.2537, 1.1320], [0.8833, -1.0168, 3.7609], [1.1064, -3.5762, -1.7531], [1.9806, -2.2004, 5.6448], [1.2236, -0.1039, 0.2504], [-0.7696, 0.2455, 1.3322], [-0.0541, -1.7687, 1.1860], [2.7032, -2.6692, -0.7080], [-6.3302, 3.2502, -0.1154], [-0.9324, 2.1698, -2.5247], [-2.1064, 2.3695, -1.5639], [4.5252, -2.2994, 0.7775], [-3.9939, 3.9468, -0.8603], [2.2318, -2.8940, -1.9946], [0.1552, -0.5304, 0.9051], [3.9257, -1.9567, -0.5580], [5.8181, -1.5869, 1.1147], [-5.1656, 3.0139, -1.0903], [-2.8169, 3.6914, -1.8007], [1.8556, -1.6049, -2.7439], [-0.4044, 3.1174, -2.6327], [-6.0273, 3.0955, 0.9252], [-0.2360, 1.4082, -2.1590], [-4.3559, 4.9709, -0.9738], [4.6271, -2.2771, -1.3323], [3.7356, -0.8881, -0.6331], [6.2286, -1.9366, 2.0669], [-6.7032, 4.2790, -0.0958], [-2.1555, 4.5573, -1.7329], [1.0822, 0.8781, 0.2693], [-2.7973, 1.5249, -1.5637], [-1.2755, 1.8631, -3.5136], [-5.5487, 2.9842, -2.1095], [-3.1852, 3.6677, -2.8341], [-3.6273, 3.8404, 0.1666], [-1.7047, 2.4396, -0.5408], [-7.1454, 2.5688, -0.3532], [1.0172, -1.1940, -2.1650], [-4.9025, 1.9865, -0.8019]], "atomic_forces_ev_per_a": [[2.4, 0.2, 0.3], [0.3, -0.3, 2.0], [0.1, 0.6, 0.2], [0.2, 0.4, -0.2], [-0.9, 0.6, -1.0], [-0.3, 0.2, -0.4], [0.0, -0.4, -0.4], [-0.4, -0.1, -0.7], [0.2, 0.1, -0.7], [-0.5, -0.5, 0.1], [0.4, 0.3, -0.2], [-0.6, 0.1, -0.4], [0.5, 0.3, 0.7], [-0.2, -0.1, -0.1], [-0.1, 0.2, -0.6], [-0.6, -0.2, -0.4], [0.4, 0.2, -0.1], [-1.6, 0.6, 1.0], [0.0, -0.2, -0.3], [0.7, -0.2, -1.2], [-0.3, 0.2, 0.8], [0.0, 0.6, 0.1], [-0.4, -0.1, 0.1], [0.8, 0.5, 0.8], [-1.1, -0.9, 0.2], [0.0, -0.2, -0.4], [0.5, -0.3, 1.0], [-1.2, -0.7, 1.1], [0.5, 0.1, -0.7], [1.3, -0.1, 0.7], [-0.7, -0.8, 1.4], [-0.8, 0.1, -0.6], [-0.6, -0.4, -0.6], [0.2, -0.1, 0.0], [0.1, -0.3, -0.1], [0.0, 0.0, -0.1], [0.2, 0.1, 0.0], [0.0, 0.2, 0.0], [0.2, 0.0, 0.1], [-0.4, 0.2, 0.2], [-0.1, -0.1, -0.4], [0.4, -0.3, 0.0], [0.7, -0.5, -0.3], [-0.1, 0.0, -0.2], [0.0, 0.0, 0.0], [0.3, 0.2, -0.1], [-0.1, 0.2, 0.0], [-0.2, 0.1, 0.1], [0.0, -0.2, 0.0], [-0.1, 0.1, 0.1], [0.3, 0.4, -0.3], [0.4, 0.0, -0.6]], "spin_multiplicity": 3, "energy_ha": -6163.022675, "total_charge": 1}